*P*
14
Properties=species:S:1:pos:R:3:nbo_charge:R:1 method="wB97M-V/def2-TZVPD" lumo_energy_ha=-0.0277 gap_ha=0.306 molar_mass_g_mol=130.2 homo_energy_ev=-9.071
C 1.172 -2.150 1.188 -0.33
C 1.294 -1.803 -0.134 -0.29
C 0.736 -0.599 -0.815 0.45
O 1.556 0.121 -1.467 -0.50
C -0.550 0.052 -0.440 0.14
S -1.913 -0.785 -0.617 -0.03
O -0.422 1.350 -0.379 -0.47
C -1.386 2.411 -0.123 -0.23
H 1.821 -2.939 1.792 0.23
H 0.470 -1.457 1.772 0.20
H 2.158 -2.049 -0.705 0.23
H -1.938 2.527 -1.007 0.20
H -2.078 2.046 0.715 0.19
H -0.921 3.275 0.221 0.20

---

*Q*
14
Properties=species:S:1:pos:R:3:nbo_charge:R:1 method="wB97M-V/def2-TZVPD" lumo_energy_ha=0.0180 gap_ha=0.372 molar_mass_g_mol=130.2 homo_energy_ev=-9.634
C 0.382 -0.038 -0.470 0.09
C 0.698 1.262 0.311 -0.55
C -0.087 0.670 -1.739 0.45
C -0.817 -0.864 -0.005 -0.20
C -1.125 -0.842 1.303 -0.37
H 1.784 -1.276 0.167 0.48
H 1.744 1.476 0.268 0.23
H 0.422 1.318 1.411 0.22
H -1.326 -1.541 -0.717 0.24
H -0.624 -0.271 2.078 0.19
H -1.843 -1.533 1.709 0.20
O 1.525 -0.868 -0.681 -0.70
O -0.392 0.321 -2.813 -0.49
S -0.341 2.184 -0.821 0.20

---

Compare the structures above. Which one is the most stable? *Q* is.